No. 1
ORCA calculation (the ωB97M-V functional and the def2-TZVPD basis) on one molecule with the formula C2H4N2OS2.

```
11
Properties=species:S:1:pos:R:3:forces:R:3
C -1.1541 -0.0769 0.3475 -1.03 -0.14 -0.50
C 2.1724 -0.5825 -0.0318 1.13 -0.06 -1.83
H -1.3199 2.9176 -1.3779 -0.37 -0.36 1.39
H -2.0717 -0.2875 0.9566 0.71 0.86 -0.13
H -0.6442 -2.0591 0.8428 -0.40 0.08 0.38
H 1.8934 0.0151 0.8444 -0.14 -0.16 0.25
N -0.8558 0.9728 -0.3252 0.35 -1.41 0.96
N -0.4628 -1.2893 0.2328 0.75 0.87 -0.69
O 3.2605 -0.5311 -0.5746 -1.60 -0.18 1.07
S -1.6575 2.4547 -0.0973 0.17 0.02 -1.38
S 0.8396 -1.5337 -0.8175 0.43 0.48 0.47
```
Forces are in eV/Å.

Structure (SMILES) ... O=CSN/C=N/S
Max |F| ... 0.042 Eh/bohr
Spin multiplicity ... 1
Energy above the lowest of the compared OMol25 structures with the same formula, charge and spin ... 38.8 kcal per mole
Energy ... -1059.68137 Ha

No. 2
ORCA calculation (the ωB97M-V functional and the def2-TZVPD basis) on one molecule with the formula C2H4N2OS2.

```
11
Properties=species:S:1:pos:R:3:forces:R:3
C -0.1942 0.0983 0.1042 -2.17 -1.50 -0.26
C 1.3045 0.0505 -0.0229 -0.96 -1.64 1.56
H -1.6963 1.6034 0.1464 -0.79 -1.04 0.39
H -0.2285 2.2393 -0.1792 -0.58 -2.98 0.07
H -2.5261 -2.2029 0.0747 -0.87 -0.54 -0.06
H 3.4934 -0.8290 -0.3813 -1.94 -0.63 0.66
N -0.7840 1.3037 -0.1165 2.25 3.97 -0.73
N -0.8697 -0.9895 0.2925 0.54 0.92 -0.91
O 1.8373 1.0750 0.1519 2.17 3.45 -0.40
S -2.5841 -0.8906 -0.0455 1.34 -0.13 0.66
S 2.2477 -1.4582 -0.0242 1.00 0.11 -0.99
```
Forces are in eV/Å.

Structure (SMILES) ... N/C(=N\S)C(=O)S
Max |F| ... 0.090 Eh/bohr
Spin multiplicity ... 1
Energy above the lowest of the compared OMol25 structures with the same formula, charge and spin ... 32.4 kcal per mole
Energy ... -1059.69156 Ha

Which formula does entry 1 have?
C2H4N2OS2

The highest energy above the lowest of the compared OMol25 structures with the same formula, charge and spin belongs to which entry?
number 1